A structure of composition C46H52IKN10OP, computed with ωB97M-V/def2-TZVPD.

XYZ file:
```
112
C46H52IKN10OP ωB97M-V/def2-TZVPD
I 1.978 -2.139 1.867
K -0.100 0.139 0.124
P 1.749 1.033 2.591
O -2.218 0.548 0.956
N -1.719 -2.154 -0.890
N -3.286 -3.227 -2.421
N -2.384 -4.470 -0.538
N 2.653 -1.292 -1.498
N -3.616 1.230 -0.680
N -0.954 -3.898 -2.416
N 1.908 2.473 -2.437
N 3.568 -0.309 -1.640
N 0.498 3.046 -0.705
N -0.993 0.837 -2.630
C 3.377 1.384 1.815
C -1.274 -4.901 -1.394
C -2.123 1.544 -2.672
C 4.551 0.743 2.205
C 4.643 2.621 0.163
C -2.220 1.386 -5.059
C -0.469 0.413 -3.780
C 1.240 3.455 -1.739
C -0.773 3.923 3.913
C -2.152 -3.680 -3.230
C 1.860 -2.051 3.981
C 1.609 -3.261 4.569
C -0.120 3.977 0.031
C 2.391 -1.114 6.142
C 5.756 1.045 1.587
C 1.380 4.809 -2.072
C -2.012 -3.209 0.096
C 2.874 -0.073 6.964
C 2.796 1.428 5.113
C 2.318 0.457 4.262
C 1.705 -3.422 5.960
C 0.732 5.748 -1.301
C 2.465 -3.649 -2.243
C -0.623 -2.647 -1.740
C 3.434 2.301 0.763
C -0.041 5.330 -0.221
C -2.773 1.829 -3.869
C 1.848 3.907 2.994
C -1.035 0.669 -5.018
C -3.552 -4.236 -1.389
C 1.252 5.097 3.385
C 5.810 1.997 0.580
C 4.635 -0.684 -2.378
C 2.128 -2.376 6.722
C -3.353 0.611 0.495
C 3.155 -2.325 -2.161
C -0.056 5.110 3.846
C 4.395 -1.989 -2.741
C 1.138 2.710 3.054
C 2.182 -0.888 4.742
C -4.553 0.020 1.194
C -0.181 2.735 3.511
C -2.652 2.080 -1.362
C 3.114 1.165 6.453
C 5.781 0.226 -2.659
C -2.900 -1.988 -1.752
H 1.368 -4.120 3.957
H -5.448 0.616 1.027
H -3.841 -5.172 -1.869
H -2.700 1.608 -6.004
H -2.826 -2.881 0.748
H 6.758 2.251 0.123
H -2.418 -4.613 -3.729
H 6.505 0.196 -1.844
H 1.486 -4.383 6.405
H 4.671 3.364 -0.626
H 4.534 0.007 2.998
H 5.031 -2.622 -3.337
H 1.548 -3.597 -2.832
H 3.506 1.957 7.078
H -1.549 -5.834 -1.889
H 3.132 -4.375 -2.703
H -3.693 2.400 -3.866
H 3.459 0.562 -1.143
H 2.277 -2.492 7.788
H -4.346 -0.035 2.259
H -0.558 0.321 -5.924
H -0.558 6.038 0.411
H -0.747 1.809 3.557
H 0.259 -2.808 -1.116
H 5.440 1.257 -2.768
H 2.523 2.784 0.434
H -4.562 1.229 -1.022
H -4.382 -3.892 -0.767
H 1.821 6.018 3.340
H -4.738 -0.993 0.833
H 0.827 6.800 -1.534
H 3.055 -0.287 8.011
H 2.203 -4.007 -1.246
H -0.698 3.604 0.869
H 0.446 -0.169 -3.700
H -3.114 3.053 -1.539
H 1.986 5.101 -2.920
H 2.255 2.709 -3.351
H -3.743 -1.646 -1.147
H -1.936 -2.922 -3.988
H -0.391 -1.891 -2.491
H -0.393 -5.076 -0.773
H 6.662 0.546 1.909
H -1.120 -3.372 0.706
H -2.680 -1.233 -2.509
H -1.811 2.214 -0.688
H -1.793 3.928 4.275
H 2.913 2.440 4.755
H 6.283 -0.074 -3.575
H -0.514 6.041 4.153
H 1.518 1.548 -2.345
H 2.876 3.915 2.657
```

energy relative to the best compared isomer or geometry (same formula, charge and spin)	28.94	kJ/mol
electronic energy	-3645.8044	a.u.
Kohn-Sham gap	8.115	eV
highest occupied orbital energy	-9.908	eV
charge	+1